(1)
33
Properties=species:S:1:pos:R:3:forces:R:3 method="wB97M-V/def2-TZVPD" charge=+1 relative_energy_kcal_mol=94.6 gap_ev=9.54 multiplicity=1
C 2.23076 1.57158 -0.48394 -0.079 -0.513 0.151
C 2.37041 0.25236 -0.38059 0.400 0.718 -0.508
C 1.09486 2.04139 0.31127 0.210 -0.142 0.196
C -1.15932 1.15894 -1.51202 -0.451 -0.086 -0.353
C -1.18286 0.59324 -0.33173 3.419 0.559 2.375
C 0.42324 0.80588 0.78334 -3.924 0.129 -1.948
C 3.34604 -0.64970 -1.03137 -0.023 -0.167 -0.020
C -4.38230 -0.09436 -0.34954 0.303 0.032 0.099
C 2.02428 -0.65086 1.83310 0.480 -0.193 0.842
C 0.70939 -1.51774 0.01248 -0.472 -0.753 -0.440
C -3.35286 0.45684 0.62065 -0.800 0.148 0.069
N 0.81766 3.25785 0.45924 0.150 0.505 -0.142
N 1.36329 -0.31400 0.55276 0.164 0.175 0.073
O -2.04231 -0.09586 0.38055 0.064 -0.327 -0.094
H 2.84534 2.24253 -1.05241 0.213 0.040 -0.159
H -2.00331 1.06499 -2.17741 -0.186 -0.009 -0.062
H -0.31949 1.72110 -1.87400 0.211 0.116 0.095
H -0.01600 0.79124 1.77541 0.182 -0.067 0.044
H 4.10574 -0.05534 -1.52946 0.030 0.039 -0.003
H 2.86107 -1.27108 -1.78435 0.001 -0.064 -0.033
H 3.83937 -1.30815 -0.31900 0.078 -0.061 0.027
H -5.37630 0.21881 -0.03437 -0.030 0.033 -0.027
H -4.20472 0.26924 -1.36111 -0.051 -0.011 -0.012
H -4.34871 -1.18248 -0.35421 -0.036 -0.028 -0.003
H 2.84691 -1.34131 1.66591 -0.041 -0.023 -0.114
H 2.41428 0.25474 2.29422 -0.051 0.042 -0.119
H 1.30755 -1.11794 2.50596 -0.093 0.024 -0.108
H -0.15417 -1.76522 0.62693 0.079 0.072 0.065
H 0.36670 -1.32409 -1.00234 0.070 0.066 0.089
H 1.40112 -2.35683 0.01135 0.117 0.096 0.054
H -3.59652 0.16458 1.64692 0.077 0.092 -0.185
H -3.30016 1.54927 0.55663 0.106 -0.152 0.052
H 0.00894 3.48206 1.03097 -0.119 -0.289 0.101


(2)
33
Properties=species:S:1:pos:R:3:forces:R:3 method="wB97M-V/def2-TZVPD" charge=+1 relative_energy_kcal_mol=23.6 gap_ev=6.52 multiplicity=1
C 4.74123 -1.46767 -1.80892 -0.618 -2.948 0.847
C 3.69867 -1.78012 -0.64129 1.185 0.544 -0.718
C 2.52554 -0.81375 -0.73808 -1.061 -0.094 2.195
C 1.74070 -0.59376 0.35672 0.068 1.324 -0.837
C 0.51179 0.27018 0.33104 -0.357 -0.818 0.426
C -0.44995 0.38482 1.31850 3.002 0.346 -2.239
C -0.45512 -0.08178 2.75128 0.941 -1.425 -0.755
C -1.61219 1.24988 1.07646 -3.060 2.643 2.517
N -2.17484 1.59063 -0.22900 -0.910 -0.915 -1.173
C -3.22984 1.11746 -0.90945 0.948 0.113 0.509
C -3.53123 1.73684 -2.27905 0.269 0.243 0.473
N -4.08810 0.11283 -0.51372 -0.450 1.002 -3.439
C -3.98981 -0.99049 0.29322 -0.257 -1.005 1.650
S -5.04171 -2.22886 0.36168 0.798 1.089 -0.419
H 4.26858 -1.73454 -2.74440 -0.217 0.245 -0.385
H 4.84510 -0.43348 -1.72497 0.972 1.662 -0.335
H 5.70450 -2.08484 -1.82426 -1.260 1.153 0.598
H 4.23995 -1.57077 0.33128 -0.835 -0.686 -0.875
H 3.29288 -2.81661 -0.71608 0.542 0.669 0.327
H 2.23922 -0.26768 -1.63170 0.232 -0.428 -0.399
H 2.09070 -0.90878 1.32845 -0.179 -0.529 0.115
H 0.38243 0.75578 -0.67458 -0.307 -0.426 1.063
H 0.49953 -0.46399 3.25163 -1.410 0.182 -1.266
H -1.27610 -0.79618 2.64142 0.308 -0.734 1.084
H -0.82636 0.66824 3.39392 -0.415 1.142 0.684
H -2.52674 0.99905 1.74097 1.450 -0.103 -0.889
H -1.40992 2.31600 1.46406 0.080 -1.479 -0.150
H -1.74753 2.45366 -0.54822 -0.343 -0.360 -0.797
H -2.76016 1.45078 -3.04229 -0.818 0.015 0.761
H -3.56858 2.82622 -2.22795 0.482 0.057 0.242
H -4.55047 1.51764 -2.57964 0.083 -0.559 -0.270
H -4.77900 -0.08206 -1.28143 0.613 0.449 1.093
H -3.17652 -0.88095 0.98166 0.523 -0.367 0.364